Computed, not measured: a molecular structure, C16H21AlClF10O4S at a distorted geometry, with ωB97M-V with the def2-TZVPD basis set.

The geometry in ORCA input format:
```
! wB97M-V def2-TZVPD RIJCOSX def2/J DEFGRID3
* xyz -1 1
C 5.212 -0.435 -0.265
C 4.979 -0.923 -1.694
C 3.551 -1.441 -1.937
C 5.430 0.106 -2.743
Al 4.258 1.742 -2.972
F 5.352 3.129 -2.964
Cl 3.316 1.754 -5.022
C 2.868 2.063 -1.545
C 1.457 2.415 -2.058
C 0.727 1.236 -2.730
C -0.389 0.621 -1.866
C -1.731 1.270 -2.106
F -2.217 1.023 -3.320
F -1.510 2.608 -2.076
C -2.782 1.040 -0.980
F -3.612 2.062 -0.976
F -2.219 1.054 0.192
S -3.819 -0.533 -1.118
F -4.915 0.129 -0.177
F -3.161 -1.131 0.203
F -2.736 -1.284 -1.966
F -4.574 -0.007 -2.378
F -4.705 -1.830 -1.180
H 6.286 -0.332 -0.112
H 4.765 0.540 -0.072
H 4.815 -1.165 0.442
H 5.637 -1.795 -1.807
H 2.794 -0.933 -1.339
H 3.519 -2.492 -1.636
H 3.299 -1.377 -2.995
H 6.451 0.432 -2.519
H 5.476 -0.378 -3.726
H 2.780 1.256 -0.812
H 3.216 2.934 -0.976
H 1.466 3.303 -2.686
H 0.854 2.695 -1.184
H 0.246 1.622 -3.630
H 1.437 0.487 -3.062
H -0.086 0.706 -0.824
H -0.437 -0.446 -2.084
C -4.117 -1.868 6.347
C -2.936 -1.246 6.259
C -2.409 -0.733 4.950
O -1.336 -0.160 4.944
C -3.210 -0.952 3.753
C -4.391 -1.578 3.842
C -4.929 -2.067 5.154
O -6.018 -2.612 5.171
O -5.157 -1.803 2.779
O -2.155 -1.040 7.316
H -4.507 -2.239 7.285
H -2.815 -0.594 2.812
H -5.951 -2.266 3.112
H -1.366 -0.570 6.977
*
```

Values from the calculation:
Molar mass (g mol⁻¹): 561.8
LUMO (eV): -0.19
HOMO-LUMO gap (eV): 4.821


Computed, not measured: a molecular structure, C16H21BCl4FeN4O2S, with ωB97M-V with the def2-TZVPD basis set.

The geometry in ORCA input format:
```
! wB97M-V def2-TZVPD RIJCOSX def2/J DEFGRID3
* xyz 1 6
Fe 0.824 0.328 -0.002
C 0.076 0.308 2.989
C 1.397 1.041 2.815
N 1.439 1.759 1.526
C 0.797 3.085 1.469
C -0.727 3.051 1.401
S -1.370 1.860 0.179
C -2.364 0.732 1.205
C -1.677 -0.606 1.479
N -0.240 -0.429 1.754
H -0.737 0.998 3.199
H 0.143 -0.366 3.845
H 2.201 0.306 2.788
H 1.583 1.714 3.655
H 2.419 1.889 1.285
H 1.177 3.576 0.573
H 1.096 3.696 2.326
H -1.078 4.039 1.103
H -1.185 2.833 2.362
H -3.293 0.554 0.667
H -2.625 1.270 2.115
H -1.756 -1.240 0.600
H -2.180 -1.112 2.307
H 0.204 -1.346 1.782
B -0.789 -2.399 -3.297
C -0.466 -1.440 -2.137
N -0.220 -0.713 -1.258
H -0.184 -1.972 -4.258
H -1.986 -2.364 -3.453
H -0.354 -3.476 -2.967
Cl 2.101 3.106 -4.773
C 0.660 2.522 -3.951
Cl -0.574 3.778 -3.838
Cl 0.035 1.051 -4.682
C 1.037 2.156 -2.573
N 1.279 1.838 -1.500
Cl 7.897 -0.484 -3.223
C 6.559 -0.780 -2.170
C 6.746 -1.543 -1.027
C 5.671 -1.777 -0.189
C 4.422 -1.237 -0.482
C 4.251 -0.479 -1.636
C 5.316 -0.254 -2.490
C 3.309 -1.512 0.462
O 3.301 -2.389 1.281
O 2.262 -0.660 0.379
H 7.721 -1.953 -0.806
H 5.786 -2.385 0.699
H 3.276 -0.085 -1.890
H 5.191 0.315 -3.401
*
```

Values from the calculation:
Energy above the lowest of the compared OMol25 structures with the same formula, charge and spin (eV): 0.332
Molar mass (g mol⁻¹): 541.9
LUMO (spin up / spin down) (eV): -2.97 / -4.93
HOMO-LUMO gap (spin up / spin down) (eV): 8.683 / 6.715


Computed, not measured: a molecular structure, C16H21Br35ClNO2P at a distorted geometry, with ωB97M-V with the def2-TZVPD basis set.

The geometry in ORCA input format:
```
! wB97M-V def2-TZVPD RIJCOSX def2/J DEFGRID3
* xyz 1 1
C 4.437 0.978 -3.068
C 3.051 0.930 -3.727
Br 3.336 1.463 -5.598
C 2.412 -0.455 -3.682
Br 2.540 -1.326 -1.930
P 0.664 -0.511 -4.303
N 0.591 -1.611 -5.596
Cl 0.013 1.259 -5.014
C -0.536 -1.035 -3.029
C -1.795 -0.186 -3.217
O -2.646 -0.447 -3.915
O -1.735 0.908 -2.502
H 4.827 1.989 -3.111
H 5.105 0.373 -3.674
H 4.416 0.668 -2.030
H 2.444 1.664 -3.206
H 2.985 -1.097 -4.346
H 0.572 -1.023 -6.430
H 1.521 -2.024 -5.632
H -0.189 -0.826 -2.022
H -0.803 -2.081 -3.129
H -2.460 1.509 -2.755
C -1.525 1.649 0.696
Br 0.185 2.483 0.364
Br -1.371 0.093 1.820
Br -2.814 2.901 1.388
H -1.893 1.311 -0.262
C -2.307 -3.631 -0.017
Br -0.654 -2.952 -0.744
Br -2.110 -4.101 1.839
Br -3.728 -2.367 -0.276
H -2.562 -4.536 -0.550
C -3.500 4.713 -2.280
Br -4.321 2.987 -1.984
Br -4.390 6.106 -1.300
Br -1.603 4.658 -1.921
H -3.611 4.942 -3.329
C 1.943 -0.490 1.800
Br 1.820 -2.410 1.619
Br 1.682 0.073 3.620
Br 3.589 0.188 1.051
H 1.132 -0.063 1.223
C -5.403 -6.192 0.871
Br -5.214 -8.016 1.469
Br -5.012 -6.010 -1.010
Br -7.130 -5.467 1.316
H -4.666 -5.607 1.404
C 0.930 -0.697 7.301
Br 0.309 1.071 6.845
Br 1.635 -0.756 9.093
Br -0.437 -2.027 7.021
H 1.744 -0.932 6.630
C 5.537 2.414 3.184
Br 7.090 3.004 2.207
Br 5.975 1.902 4.988
Br 4.125 3.730 3.135
H 5.165 1.533 2.685
C -2.713 -7.861 4.889
Br -2.497 -6.015 5.393
Br -1.380 -8.396 3.603
Br -2.751 -9.038 6.412
H -3.676 -7.937 4.404
C -0.978 1.917 10.697
Br 0.361 3.191 11.240
Br -1.615 0.869 12.183
Br -2.426 2.763 9.745
H -0.502 1.233 10.007
C -0.522 3.049 -9.080
Br -0.279 1.280 -8.333
Br -0.186 3.071 -10.973
Br -2.257 3.762 -8.647
H 0.212 3.691 -8.617
C 2.726 5.060 -2.237
Br 4.341 5.581 -3.151
Br 3.075 4.548 -0.412
Br 1.364 6.420 -2.357
H 2.343 4.187 -2.745
*
```

Values from the calculation:
Molar mass (g mol⁻¹): 3122.4
LUMO (eV): -3.64
HOMO-LUMO gap (eV): 7.582


Computed, not measured: a gas-phase ion, C16H21F10O4PS (charge -2) at a distorted geometry, with ωB97M-V with the def2-TZVPD basis set.

The geometry in ORCA input format:
```
! wB97M-V def2-TZVPD RIJCOSX def2/J DEFGRID3
* xyz -2 1
C 1.094 -2.467 2.564
C 0.776 -2.905 1.063
C -0.298 -4.044 0.896
C -0.737 -4.623 -0.466
C -0.079 -3.978 -1.740
C 0.980 -2.858 -1.578
C 1.467 -2.281 -0.211
C 2.587 -1.163 -0.035
P 2.370 0.390 -1.130
F 0.621 0.214 -1.144
C 2.344 1.583 0.370
C 1.088 1.387 1.355
C -0.169 2.355 0.997
C -1.400 2.090 2.002
C -2.464 0.997 1.432
F -3.079 0.448 2.622
F -1.644 0.026 0.767
C -3.497 1.729 0.459
F -3.918 3.019 0.929
F -2.837 2.004 -0.780
S -5.062 0.784 0.042
F -5.706 0.953 1.568
F -4.402 -0.709 0.348
F -4.523 0.603 -1.558
F -5.798 2.223 -0.489
F -6.482 0.007 -0.394
C 2.146 1.888 -2.357
O 1.496 1.342 -3.572
O 0.643 2.264 -4.117
C 4.286 0.592 -1.366
O 4.949 1.619 -0.958
O 5.028 -0.397 -2.048
H 0.082 -2.477 3.129
H 1.792 -3.204 3.105
H 1.489 -1.397 2.670
H -0.759 -4.497 1.835
H -1.502 -5.477 -0.538
H -0.377 -4.379 -2.765
H 1.467 -2.405 -2.518
H 3.592 -1.667 -0.317
H 2.683 -0.869 1.064
H 2.410 -0.464 -2.306
H 2.375 2.688 0.061
H 3.288 1.417 1.018
H 0.778 0.293 1.471
H 1.428 1.730 2.413
H 0.249 3.428 1.123
H -0.428 2.249 -0.108
H -1.903 3.032 2.396
H -0.937 1.570 2.928
H 1.448 2.694 -1.929
H 3.152 2.310 -2.718
H -0.106 2.335 -3.478
*
```

Values from the calculation:
Energy above the lowest of the compared OMol25 structures with the same formula, charge and spin (eV): 5.278
Molar mass (g mol⁻¹): 530.4
LUMO (eV): 2.42
HOMO-LUMO gap (eV): 2.978


Computed, not measured: a molecular structure, C16H21F5N3O2OsSiTe at a distorted geometry, with ωB97M-V with the def2-TZVPD basis set.

The geometry in ORCA input format:
```
! wB97M-V def2-TZVPD RIJCOSX def2/J DEFGRID3
* xyz 1 1
Os 0.063 0.727 0.955
O -3.226 -1.530 1.204
C -2.148 -1.030 1.354
N -1.662 0.055 0.608
C -2.400 0.359 -0.617
C -1.457 1.052 -1.549
C -1.836 1.530 -2.786
C -0.869 2.068 -3.620
C 0.452 2.104 -3.194
C 0.762 1.625 -1.941
N -0.177 1.128 -1.119
C -1.113 -1.504 2.317
C -1.307 -2.537 3.201
C -0.247 -2.897 4.024
C 0.947 -2.200 3.935
C 1.067 -1.162 3.026
N 0.051 -0.842 2.227
H -3.285 0.958 -0.397
H -2.750 -0.572 -1.073
H -2.871 1.467 -3.092
H -1.141 2.445 -4.596
H 1.237 2.500 -3.820
H 1.769 1.638 -1.565
H -2.266 -3.036 3.225
H -0.357 -3.707 4.732
H 1.786 -2.444 4.571
H 1.963 -0.568 2.929
F 3.423 2.170 -0.658
Te 3.121 2.360 1.170
F 4.811 1.475 1.286
F 3.796 4.088 0.918
F 0.364 1.512 2.650
F 1.225 2.798 0.527
O 2.024 0.377 0.696
C 1.709 -1.452 -2.628
Si 2.044 -2.119 -0.914
C 3.444 -3.350 -0.960
C 0.491 -2.946 -0.272
C 2.761 -0.768 0.234
H 1.586 -2.286 -3.323
H 2.537 -0.840 -2.990
H 0.795 -0.857 -2.677
H 3.166 -4.212 -1.569
H 3.696 -3.717 0.037
H 4.348 -2.916 -1.392
H 0.265 -3.791 -0.927
H -0.377 -2.285 -0.294
H 0.611 -3.343 0.739
H 3.617 -0.381 -0.332
H 3.193 -1.275 1.106
*
```

Values from the calculation:
Molar mass (g mol⁻¹): 728.3
LUMO (spin up / spin down) (eV): -4.78 / -4.78
HOMO-LUMO gap (spin up / spin down) (eV): 7.533 / 7.534